[1]
2 unconnected molecules or ions with the total composition C7H20NPSi2 in a non-equilibrium geometry, computed with the ωB97M-V functional and the def2-TZVPD basis.

Properties
SMILES	C[Si](C)(C)C[Si](C)(C)C.N#P
energy above the lowest of the compared OMol25 structures with the same formula, charge and spin	1.241	eV
E_LUMO	-0.215	eV
HOMO level	-0.359	Ha

Each line ends with the Mulliken charge.
Positions of all 31 atoms, in Å:
C 1.13 2.69 0.73  -1.102
Si 0.47 1.17 -0.17  0.427
C 1.95 0.21 -0.71  -1.163
C -0.63 1.33 -1.67  -1.162
C -0.45 0.23 1.16  -0.822
Si -0.86 -1.75 0.92  0.516
C -2.59 -2.38 1.33  -1.089
C 0.47 -2.59 2.17  -1.279
C -0.57 -2.32 -0.84  -0.984
H 1.75 3.47 0.06  0.262
H 0.58 3.47 1.25  0.443
H 1.91 2.27 1.46  0.225
H 2.79 0.86 -0.94  0.352
H 2.28 -0.60 -0.11  0.414
H 1.76 -0.40 -1.66  0.277
H -0.62 2.37 -2.06  0.365
H -0.26 0.62 -2.50  0.281
H -1.67 1.12 -1.43  0.375
H 0.09 0.22 2.10  0.404
H -1.42 0.74 1.40  0.382
H -3.12 -2.30 0.35  0.269
H -2.66 -3.40 1.72  0.297
H -3.14 -1.72 2.08  0.329
H 0.01 -2.72 3.13  0.383
H 1.04 -3.45 1.83  0.363
H 1.17 -1.81 2.44  0.339
H -1.00 -1.42 -1.28  0.230
H 0.40 -2.58 -1.23  0.335
H -1.38 -3.12 -1.06  0.324
N -2.79 5.20 0.13  -0.297
P -2.23 4.32 -0.91  0.307

[2]
2 unconnected molecules or ions with the total composition C3H11N2O2 in a non-equilibrium geometry, computed with the ωB97M-V functional and the def2-TZVPD basis.

Properties
energy above the lowest of the compared OMol25 structures with the same formula, charge and spin	2.463	eV
total charge	+1
E_LUMO	-3.722	eV
HOMO level	-0.486	Ha

Each line ends with the Mulliken charge.
Positions of all 18 atoms, in Å:
C -0.50 -1.88 0.68  0.433
N -0.26 -3.00 1.43  -0.538
O -0.80 -1.76 -0.49  -0.525
H -0.45 -0.96 1.31  0.124
H 0.57 -3.55 1.22  0.253
H -0.25 -2.86 2.42  0.260
C 0.26 2.13 0.13  -0.481
O -0.50 1.76 1.21  -0.468
C 0.26 0.93 -0.83  -0.539
N 1.09 1.26 -2.02  -0.220
H 1.31 2.32 0.42  0.379
H -0.14 3.01 -0.45  0.295
H -0.42 2.31 2.00  0.331
H 0.72 0.03 -0.40  0.277
H -0.79 0.67 -1.13  0.332
H 1.84 1.94 -1.78  0.369
H 0.57 1.74 -2.73  0.360
H 1.56 0.46 -2.42  0.360

[3]
2 unconnected molecules or ions with the total composition C3H10Cl2N in a non-equilibrium geometry, computed with the ωB97M-V functional and the def2-TZVPD basis.

Properties
energy above the lowest of the compared OMol25 structures with the same formula, charge and spin	0.000	eV
total charge	+1
E_LUMO	-3.924	eV
HOMO level	-0.511	Ha

Each line ends with the Mulliken charge.
Positions of all 16 atoms, in Å:
Cl 0.67 1.87 0.43  -0.193
Cl 2.19 -0.30 -0.80  -0.188
C 2.33 2.26 -1.68  -1.099
C 2.18 1.44 -0.42  0.208
H 2.34 3.34 -1.43  0.327
H 1.49 2.07 -2.37  0.321
H 3.27 2.01 -2.18  0.326
H 3.00 1.61 0.30  0.310
C -2.75 -1.74 0.54  -0.739
N -1.61 -1.83 1.50  -0.314
H -2.81 -0.72 0.12  0.316
H -3.70 -1.97 1.05  0.335
H -2.61 -2.45 -0.29  0.328
H -0.71 -1.62 1.03  0.297
H -1.74 -1.16 2.29  0.378
H -1.54 -2.79 1.90  0.387

[4]
A molecular structure, C33H39N7O4Sc in a non-equilibrium geometry, computed with the ωB97M-V functional and the def2-TZVPD basis.

Properties
total charge	+1
E_LUMO	-2.663	eV
HOMO level	-0.392	Ha

Each line ends with the Mulliken charge.
Positions of all 84 atoms, in Å:
Sc -0.36 0.76 -0.25  -1.083
N -1.36 0.29 1.89  0.024
C -2.04 1.33 2.69  -0.563
C -3.07 2.04 1.83  -0.963
N -2.49 2.53 0.57  0.249
C -2.00 3.91 0.60  -0.860
C -0.58 3.98 1.13  -0.820
N 0.25 3.03 0.38  -0.074
H -0.78 -0.28 2.50  0.138
H -2.06 -0.35 1.52  0.250
H -2.54 0.90 3.56  0.507
H -1.29 2.02 3.06  0.181
H -3.85 1.33 1.58  0.403
H -3.53 2.84 2.41  0.331
H -3.21 2.47 -0.14  0.095
H -2.01 4.28 -0.43  0.409
H -2.65 4.57 1.19  0.358
H -0.22 5.00 1.02  0.458
H -0.54 3.73 2.19  0.319
H 0.26 3.32 -0.60  0.174
H 1.22 3.09 0.67  0.300
C 1.74 -4.15 3.57  -1.347
C 2.06 -2.73 3.96  1.167
C 2.88 -2.45 5.05  -0.785
C 3.22 -1.15 5.40  -0.699
C 2.74 -0.09 4.65  -0.975
C 1.91 -0.33 3.57  -0.357
C 1.58 -1.64 3.22  -0.219
N 0.76 -1.87 2.07  0.666
C 1.09 -1.55 0.79  -1.155
N 2.38 -1.25 0.55  0.616
C 2.78 -0.17 -0.31  0.029
C 1.85 0.78 -0.74  1.016
C 2.36 1.78 -1.56  -0.258
C 3.70 1.87 -1.90  -1.388
C 4.59 0.93 -1.42  -0.832
C 4.14 -0.12 -0.62  0.905
C 5.10 -1.18 -0.11  -1.500
N 0.13 -1.52 -0.12  -0.044
C 0.49 -2.04 -1.42  0.696
C 0.42 -1.26 -2.57  0.255
C 0.72 -1.78 -3.81  -1.464
C 1.10 -3.11 -3.93  -0.716
C 1.16 -3.90 -2.79  -0.971
C 0.85 -3.39 -1.53  0.927
C 0.87 -4.30 -0.33  -0.967
H 1.91 -4.82 4.41  0.487
H 2.37 -4.48 2.74  0.261
H 0.70 -4.28 3.25  0.307
H 3.25 -3.28 5.64  0.427
H 3.87 -0.97 6.25  0.413
H 3.00 0.93 4.91  0.438
H 1.54 0.49 2.96  0.431
H -0.04 -2.49 2.15  0.520
H 3.04 -1.51 1.26  0.399
H 1.68 2.52 -1.99  0.307
H 4.05 2.67 -2.55  0.458
H 5.64 0.99 -1.67  0.399
H 6.10 -1.01 -0.51  0.417
H 4.78 -2.18 -0.42  0.302
H 5.18 -1.17 0.98  0.339
H 0.16 -0.21 -2.52  0.429
H 0.67 -1.15 -4.69  0.475
H 1.34 -3.53 -4.90  0.427
H 1.43 -4.94 -2.87  0.405
H 0.91 -5.34 -0.65  0.548
H -0.03 -4.17 0.28  0.196
H 1.74 -4.12 0.31  0.058
O -2.19 0.15 -1.09  -0.724
C -2.11 1.08 -1.94  1.191
O -1.03 1.75 -2.04  -0.560
C -3.29 1.45 -2.77  0.330
C -3.13 2.19 -3.94  -0.500
C -4.24 2.55 -4.68  -0.761
C -5.52 2.21 -4.24  -0.429
C -5.64 1.49 -3.06  -0.224
C -4.55 1.09 -2.33  -0.256
N -7.00 1.16 -2.56  1.031
O -7.08 0.71 -1.44  -0.584
O -7.94 1.52 -3.24  -0.596
H -2.14 2.47 -4.26  0.537
H -4.13 3.10 -5.60  0.430
H -6.40 2.49 -4.79  0.523
H -4.68 0.49 -1.44  0.710

[5]
2 unconnected molecules or ions with the total composition C7H14O in a non-equilibrium geometry, computed with the ωB97M-V functional and the def2-TZVPD basis.

Properties
SMILES	C=C(C)C(=C)CC.O
energy above the lowest of the compared OMol25 structures with the same formula, charge and spin	1.567	eV
E_LUMO	0.941	eV
HOMO level	-0.326	Ha

Each line ends with the Mulliken charge.
Positions of all 22 atoms, in Å:
C -1.71 1.51 0.09  -1.027
C -1.26 0.94 1.20  0.487
C -2.12 0.87 2.44  -1.181
C 0.08 0.31 1.22  0.690
C 1.03 0.72 2.06  -1.115
C 0.32 -0.74 0.13  -0.414
C 1.38 -1.78 0.45  -1.097
H -1.14 1.57 -0.83  0.256
H -2.71 1.91 0.01  0.300
H -1.49 1.01 3.31  0.319
H -2.95 1.57 2.41  0.385
H -2.47 -0.16 2.54  0.277
H 2.05 0.38 1.95  0.258
H 0.88 1.46 2.84  0.303
H 0.58 -0.18 -0.77  0.304
H -0.66 -1.20 -0.02  0.364
H 1.78 -2.20 -0.48  0.329
H 0.97 -2.59 1.07  0.281
H 2.22 -1.40 1.03  0.282
O 1.65 -0.98 -6.71  -0.644
H 1.11 -0.50 -7.35  0.323
H 2.48 -0.51 -6.58  0.321

[6]
A molecular structure, C27H41N9PTeW, computed with the ωB97M-V functional and the def2-TZVPD basis.

Properties
total charge	+3
E_LUMO (alpha / beta)	-9.102 / -10.489	eV
HOMO level (alpha / beta)	-0.569 / -0.525	Ha

Each line ends with the Mulliken charge.
Positions of all 80 atoms, in Å:
W 1.11 0.37 0.13  1.470
C 3.98 0.97 1.43  -0.753
C 3.11 2.19 1.59  -0.980
N 1.66 1.80 1.73  -0.379
C 1.22 1.48 3.12  -1.114
C 1.71 -1.03 2.92  -1.536
N 1.36 -1.34 1.54  -0.505
C 2.38 -2.20 0.86  -0.566
C 3.68 -1.41 0.73  -0.921
N 3.38 0.03 0.44  -0.392
H 4.98 1.27 1.12  0.554
H 4.10 0.47 2.39  0.345
H 3.42 2.80 2.44  0.495
H 3.16 2.82 0.70  0.483
H 1.14 2.64 1.50  0.469
H 2.02 1.75 3.82  0.554
H 0.34 2.06 3.36  0.303
H 2.73 -0.70 3.00  0.690
H 1.55 -1.89 3.56  0.223
H 0.47 -1.85 1.58  0.559
H 2.52 -3.14 1.40  0.500
H 1.97 -2.43 -0.12  0.218
H 4.26 -1.47 1.65  0.396
H 4.30 -1.84 -0.05  0.569
H 3.82 0.23 -0.45  0.509
C -2.58 -0.75 4.86  -0.653
N -1.20 -0.39 4.57  0.313
C -0.25 -0.21 5.51  -0.562
C 0.96 0.03 4.97  -0.892
N 0.82 0.05 3.48  1.545
C -0.64 -0.34 3.26  -0.559
P -1.76 0.01 1.93  -0.150
C -1.50 1.58 1.04  0.099
N -0.49 1.79 0.18  0.376
C -0.69 3.04 -0.39  -0.884
C -1.83 3.56 0.13  -0.849
N -2.33 2.64 1.01  0.113
C -3.58 2.78 1.76  -0.756
C -1.47 -1.05 0.48  0.047
N -0.49 -0.93 -0.43  0.562
C -0.77 -1.79 -1.46  -0.364
C -1.93 -2.44 -1.16  -0.960
N -2.36 -1.97 0.04  0.085
C -3.60 -2.37 0.71  -0.732
H -2.63 -1.18 5.85  0.385
H -3.23 0.12 4.80  0.294
H -2.91 -1.50 4.14  0.245
H -0.48 -0.29 6.56  0.523
H 1.93 0.21 5.40  0.554
H -0.02 3.46 -1.11  0.813
H -2.33 4.50 -0.06  0.538
H -3.98 3.77 1.59  0.349
H -4.31 2.04 1.43  0.323
H -3.40 2.66 2.83  0.312
H -0.16 -1.86 -2.34  0.231
H -2.49 -3.18 -1.71  0.500
H -4.02 -3.21 0.17  0.355
H -3.39 -2.68 1.73  0.298
H -4.32 -1.55 0.71  0.314
C -1.99 -1.24 -6.86  -1.517
C -1.06 -0.77 -5.78  0.397
C -0.03 -1.58 -5.31  -0.807
C 0.85 -1.15 -4.32  0.206
C 1.97 -2.07 -3.90  -1.435
C 0.65 0.13 -3.77  0.675
Te 2.02 0.70 -2.26  -0.040
C -0.34 0.98 -4.25  0.819
C -0.49 2.42 -3.81  -1.126
C -1.19 0.51 -5.24  -0.640
H -1.78 -2.27 -7.15  0.370
H -1.89 -0.61 -7.75  0.374
H -3.03 -1.18 -6.54  0.362
H 0.11 -2.56 -5.73  0.362
H 1.88 -3.03 -4.42  0.404
H 1.98 -2.28 -2.83  0.120
H 2.94 -1.65 -4.16  0.416
H 0.12 2.64 -2.94  -0.307
H -1.53 2.66 -3.58  0.423
H -0.18 3.09 -4.61  0.445
H -1.96 1.17 -5.63  0.491

DFT total energy? In order: -34116.9319 -10357.2894 -29801.6586 -74172.6591 -9532.1995 -60455.3824 eV.